Density functional theory data (wB97M-V/def2-TZVPD) for a structure of composition C29H48AsBrN2O4W.

The geometry in XYZ format:
```
86
Properties=species:S:1:pos:R:3:forces:R:3
W 0.24195 0.22051 -0.02350 -0.47 1.87 -1.01
C 1.30665 -0.64249 1.77870 -0.19 0.47 0.66
C -0.12795 -0.80469 1.95340 0.07 0.01 0.77
C -0.70375 0.52711 2.07260 0.72 -0.13 0.94
C 0.41025 1.43501 1.92390 0.24 -0.54 0.85
C 1.64045 0.73981 1.82890 -0.21 -0.02 0.66
C 3.00885 1.35041 2.07300 0.05 0.10 -0.42
C 3.51365 0.83071 3.43000 -0.21 -0.01 -0.20
C 3.98575 0.95101 0.96470 -0.19 0.08 0.10
C 2.89505 2.87601 2.12390 -0.02 -0.26 -0.05
C -1.97735 1.11741 2.70480 -0.39 0.00 -0.42
C -3.26795 0.35071 2.39710 0.15 0.03 0.00
C -2.12555 2.58561 2.23780 0.08 -0.10 -0.03
C -1.77595 1.15601 4.23470 0.15 -0.18 -0.24
C -0.75285 -2.19859 2.09100 -0.06 -0.11 -0.38
C -1.92785 -2.34689 1.08830 -0.02 0.07 0.10
C 0.29035 -3.29619 1.79490 0.00 0.25 -0.07
C -1.20005 -2.44019 3.54280 0.03 0.27 -0.18
H 2.03435 -1.44109 1.86890 -0.17 0.04 -0.55
H 0.34955 2.49771 2.11520 -0.09 -0.08 -0.54
H 3.76355 -0.22509 3.37730 0.04 -0.17 0.02
H 2.76305 0.96671 4.20490 -0.07 0.04 0.11
H 4.40455 1.37801 3.72380 0.12 0.05 0.00
H 4.04065 -0.13169 0.85780 0.01 -0.08 -0.08
H 4.98045 1.31591 1.20100 0.16 0.04 0.00
H 3.67275 1.40601 0.02070 0.10 -0.08 0.05
H 2.32375 3.19491 2.99180 -0.09 0.10 0.09
H 2.42315 3.26601 1.22150 0.00 0.10 -0.06
H 3.88565 3.30941 2.20840 0.14 0.09 0.00
H -4.12625 0.92611 2.73740 -0.03 0.07 0.07
H -3.30245 -0.59919 2.92050 -0.01 -0.11 -0.08
H -3.38305 0.16591 1.33190 -0.06 -0.06 -0.03
H -1.78005 2.73621 1.21610 -0.02 0.04 0.05
H -1.57045 3.25531 2.89020 0.09 0.11 -0.01
H -3.16455 2.89251 2.29750 -0.18 0.03 0.07
H -1.79645 0.16331 4.67410 0.04 -0.13 0.03
H -2.57135 1.74011 4.69410 -0.08 0.04 -0.04
H -0.82635 1.62631 4.48310 0.07 0.06 0.07
H -1.72855 -3.14609 0.37810 0.00 -0.05 -0.08
H -2.08925 -1.41849 0.52490 -0.16 -0.28 0.15
H -2.85405 -2.59649 1.59850 -0.11 0.02 0.01
H 0.72815 -3.19959 0.80160 0.01 -0.03 0.12
H -0.19655 -4.26609 1.85520 -0.09 -0.06 0.01
H 1.08085 -3.29179 2.54130 0.13 -0.04 0.09
H -2.12845 -1.93439 3.77720 -0.11 0.09 0.10
H -0.43375 -2.09569 4.23310 0.08 -0.05 0.15
H -1.35015 -3.50619 3.69640 -0.05 -0.05 0.03
C -1.29375 4.05881 -3.63760 -0.26 0.31 -0.44
O -0.48455 3.42821 -2.64060 0.18 -0.26 0.49
C -0.97845 2.66491 -1.69660 -0.31 -0.19 0.13
O -0.17495 2.21861 -0.84940 0.47 -0.59 0.34
N -2.29085 2.40211 -1.64100 -0.15 -0.10 -0.14
N -2.75165 1.49151 -0.67400 -0.62 0.22 0.00
H -0.59075 4.61961 -4.25160 -0.13 -0.09 0.07
H -2.00955 4.75481 -3.19840 0.06 -0.05 0.13
H -1.80875 3.32411 -4.26050 0.08 -0.05 0.08
H -2.92915 2.76301 -2.34290 0.21 -0.03 0.15
H -3.18845 0.69231 -1.13500 0.24 0.23 0.03
H -3.44775 1.93791 -0.07440 0.24 0.05 -0.26
C 3.07805 1.82081 -2.61390 -0.25 0.17 0.38
As 1.94275 0.34011 -1.92790 2.35 -0.21 -2.26
C 3.26915 -1.12779 -1.88440 -0.19 -0.01 0.23
C 1.12885 -0.07579 -3.67900 -0.27 0.07 0.11
H 3.22155 1.68471 -3.69080 -0.16 -0.15 0.26
H 4.06275 1.83431 -2.14170 -0.22 -0.10 0.09
H 2.59245 2.78451 -2.44530 0.02 -0.11 0.01
H 3.27815 -1.64529 -2.84690 -0.08 0.16 0.08
H 2.99415 -1.84799 -1.10940 0.04 0.12 -0.10
H 4.27545 -0.75359 -1.68390 -0.21 0.10 0.02
H 1.90235 -0.07359 -4.45440 -0.01 0.02 0.35
H 0.37925 0.67771 -3.93870 0.08 -0.09 0.09
H 0.65165 -1.05629 -3.66900 0.14 0.16 -0.06
Br -2.15485 -5.40959 -6.03840 0.12 0.33 0.38
C -1.71625 -4.21559 -4.63930 -0.01 -0.09 -0.01
C -2.31455 -2.95629 -4.58930 -0.09 -0.18 -0.18
C -1.98745 -2.08499 -3.57840 0.30 0.09 0.48
C -1.04275 -2.45119 -2.60360 -0.38 -0.56 -0.45
C -0.46945 -3.73269 -2.64800 -0.11 0.53 0.21
C -0.80505 -4.60389 -3.65680 -0.11 -0.20 -0.27
C -0.61105 -1.49169 -1.63010 0.23 0.48 0.16
O 0.35095 -1.70509 -0.79280 -0.35 -0.28 -0.21
O -1.05825 -0.28099 -1.55430 -0.36 -0.99 -0.50
H -3.02945 -2.67659 -5.34560 -0.09 0.03 -0.08
H -2.43855 -1.10439 -3.51760 -0.04 0.03 -0.13
H 0.23165 -4.01819 -1.88000 0.14 -0.10 0.04
H -0.36515 -5.58649 -3.69770 0.05 -0.12 0.00
```
Positions in Å, forces in eV/Å.

## Properties
Spin multiplicity: 3
LUMO level (alpha / beta), eV: -5.70 / -6.81
⟨S²⟩: 2.01
Net charge: +2
Kohn-Sham gap (alpha / beta), eV: 8.16 / 7.33

Atom charges from the Mulliken analysis, given in e for atoms 1 to 8: number 1, W, carries 2.21; number 2, C, carries -0.44; number 3, C, carries -1.17; number 4, C, carries 0.93; number 5, C, carries -1.21; number 6, C, carries -0.20; number 7, C, carries 2.15; number 8, C, carries -1.69

***

Density functional theory data (wB97M-V/def2-TZVPD) for the molecule C6H9N.

The geometry in XYZ format:
```
16
Properties=species:S:1:pos:R:3:forces:R:3
C -0.89280 2.57661 -0.86578 0.24 -0.21 0.10
C -0.00029 1.85005 -0.51865 -0.32 0.41 -0.20
C 0.98786 0.88314 -0.04644 -0.01 0.12 0.02
C 0.27987 -0.43727 0.20636 0.00 0.02 -0.24
C -0.06646 -1.21617 -1.04754 -0.02 -0.02 0.05
C -0.59141 -0.52076 1.39544 -0.26 0.09 0.15
N 0.73803 -1.14717 1.39187 0.11 -0.29 0.03
H -1.69590 3.21165 -1.15491 0.08 0.02 -0.03
H 1.79212 0.76940 -0.78444 -0.09 -0.03 0.15
H 1.43170 1.24265 0.88744 -0.01 -0.11 -0.11
H -0.46025 -0.54347 -1.81954 0.04 -0.13 0.18
H -0.82607 -1.97764 -0.84115 0.12 0.08 -0.02
H 0.82230 -1.71715 -1.45548 -0.13 0.14 0.09
H -0.69574 0.33015 2.06849 0.06 -0.13 -0.20
H -1.47341 -1.15575 1.33703 0.17 0.05 -0.01
H 0.65046 -2.14828 1.24730 0.02 0.00 0.04
```
Positions in Å, forces in eV/Å.

## Properties
Energy above the lowest of the compared OMol25 structures with the same formula, charge and spin, kcal per mole: 66.6
LUMO level, eV: 1.03
Kohn-Sham gap, eV: 10.61

Atom charges from the Mulliken analysis, given in e for atoms 1 to 8: number 1, C, carries 0.00; number 2, C, carries -0.35; number 3, C, carries -0.92; number 4, C, carries 1.17; number 5, C, carries -1.39; number 6, C, carries -0.66; number 7, N, carries -0.73; number 8, H, carries 0.40

***

Density functional theory data (wB97M-V/def2-TZVPD) for a structure of composition CH6F3PSi2.

The geometry in XYZ format:
```
13
Properties=species:S:1:pos:R:3:forces:R:3
C -0.58141 -0.48496 0.24259 1.28 3.63 -0.59
F 1.23242 -0.75172 -2.31643 -1.13 0.92 2.12
F -0.58292 -2.07700 -1.78920 0.66 1.37 0.61
F -0.94619 0.20530 -2.40672 0.97 -0.22 1.39
Si 0.70971 -1.25116 1.33959 -1.54 -2.36 0.81
Si -0.64602 2.00202 0.29557 -0.88 -1.41 0.63
P -0.07932 -0.59634 -1.31851 -1.77 -2.99 -4.57
H 1.83158 -0.48325 1.54574 1.87 1.50 0.32
H 1.33263 -2.65143 0.89713 -1.02 1.34 0.28
H -0.04715 -1.31858 2.65348 0.55 -0.31 -0.45
H 0.75491 2.61114 0.17728 -0.90 -0.49 0.34
H -1.52114 2.40276 1.61044 1.41 -0.64 -1.61
H -1.45710 2.39323 -0.93096 0.50 -0.35 0.72
```
Positions in Å, forces in eV/Å.

## Properties
Energy above the lowest of the compared OMol25 structures with the same formula, charge and spin, kcal per mole: 41.3
LUMO level, eV: -0.44
Kohn-Sham gap, eV: 9.56

Atom charges from the Mulliken analysis, given in e for atoms 1 to 8: number 1, C, carries -0.29; number 2, F, carries -0.28; number 3, F, carries -0.28; number 4, F, carries -0.25; number 5, Si, carries 0.40; number 6, Si, carries 0.36; number 7, P, carries 0.77; number 8, H, carries -0.14

***

Density functional theory data (wB97M-V/def2-TZVPD) for a structure of composition C3LiNaO6.

The geometry in XYZ format:
```
11
Properties=species:S:1:pos:R:3:forces:R:3
C 0.72327 -0.80111 -0.06566 0.76 -0.42 0.09
O 0.68170 -1.90983 -0.60825 -0.39 0.14 -0.25
C 1.89137 -0.39372 0.91363 1.23 -1.10 0.19
O 1.83750 0.80826 1.30595 -0.75 0.87 -0.01
O 2.75988 -1.23260 1.16067 -0.97 0.57 -0.29
Na -0.95494 -1.30541 -2.14262 0.36 0.08 0.69
Li 0.31628 1.71217 0.66799 0.51 -0.69 0.14
O -0.11982 0.13440 -0.31451 -0.65 0.55 -0.43
O -2.76835 0.19270 -1.04020 0.09 -0.45 1.16
O -2.02915 1.88714 0.34246 -0.13 -1.19 0.62
C -2.33776 0.90798 -0.21946 -0.06 1.66 -1.91
```
Positions in Å, forces in eV/Å.

## Properties
Energy above the lowest of the compared OMol25 structures with the same formula, charge and spin, kcal per mole: 0.0
LUMO level, eV: -1.10
Kohn-Sham gap, eV: 7.00

Atom charges from the Mulliken analysis, given in e for atoms 1 to 8: number 1, C, carries 0.77; number 2, O, carries -0.81; number 3, C, carries 0.64; number 4, O, carries -0.84; number 5, O, carries -0.63; number 6, Na, carries 0.93; number 7, Li, carries 0.88; number 8, O, carries -0.98

***

The records above yield electronic energy values of -6420.69327; -288.67587; -1261.58321; -735.76754 Ha, respectively.